{
  "formula": "C29H64Cl2N2O17",
  "method": "ωB97M-V/def2-TZVPD",
  "species": ["C", "C", "C", "O", "C", "N", "H", "H", "H", "H", "H", "H", "H", "H", "H", "H", "H", "C", "C", "C", "O", "C", "N", "H", "H", "H", "H", "H", "H", "H", "H", "H", "H", "H", "C", "C", "O", "C", "O", "O", "C", "H", "H", "H", "H", "H", "H", "H", "H", "C", "C", "O", "C", "O", "O", "C", "H", "H", "H", "H", "H", "H", "H", "H", "C", "C", "O", "C", "O", "O", "C", "H", "H", "H", "H", "H", "H", "H", "H", "C", "C", "O", "C", "O", "O", "C", "H", "H", "H", "H", "H", "H", "H", "H", "C", "C", "O", "C", "O", "O", "C", "H", "H", "H", "H", "H", "H", "H", "H", "C", "Cl", "Cl", "H", "H"],
  "xyz": [[12.329150, 17.938956, -15.555634], [12.997558, 19.208528, -16.173358], [12.163835, 20.454252, -16.303854], [12.865821, 21.451073, -17.028466], [12.200001, 22.728613, -17.095353], [13.985559, 19.556674, -15.180270], [13.134117, 17.204864, -15.590951], [11.560943, 17.581216, -16.241185], [11.893994, 17.988594, -14.557500], [13.441591, 18.921440, -17.126515], [11.987148, 20.893079, -15.321858], [11.279681, 20.115802, -16.844042], [12.120547, 23.181515, -16.107088], [11.279478, 22.711299, -17.678825], [12.721517, 23.423618, -17.753446], [14.333378, 20.483091, -15.382410], [13.535098, 19.673574, -14.283870], [6.764605, 13.144552, -11.600185], [5.828459, 13.111087, -10.433324], [5.868739, 14.309516, -9.473074], [7.130448, 14.467649, -8.797283], [7.368339, 13.398353, -7.955502], [4.518856, 13.234286, -11.044276], [7.733158, 12.888033, -11.170989], [6.640292, 14.028387, -12.225867], [6.608719, 12.370427, -12.351545], [5.998741, 12.207528, -9.847943], [5.010228, 14.303996, -8.801494], [5.673370, 15.162854, -10.122497], [8.215680, 13.512302, -7.279384], [7.703960, 12.510621, -8.491588], [6.484814, 13.252735, -7.333983], [3.875080, 12.881596, -10.350542], [4.394973, 14.235466, -11.093257], [6.847646, 27.029297, -13.799443], [5.849963, 25.942238, -14.282942], [6.270840, 24.675671, -13.856869], [6.062819, 24.169678, -12.598511], [5.179478, 24.466466, -11.787901], [6.893981, 23.083441, -12.486993], [6.866160, 22.198659, -11.389807], [6.804271, 27.974020, -14.341405], [7.817601, 26.605365, -14.059373], [6.866364, 27.289610, -12.741148], [5.643156, 26.073004, -15.345128], [4.982284, 26.238122, -13.693293], [7.436963, 22.784976, -10.669727], [7.369933, 21.309869, -11.769775], [5.879794, 22.009879, -10.966067], [5.469870, 19.217619, -17.609736], [5.941804, 19.603462, -19.085665], [6.029110, 20.993003, -19.309473], [6.200995, 21.540022, -20.546715], [6.459751, 20.955265, -21.584354], [6.131895, 22.787831, -20.378102], [6.362748, 23.724756, -21.414685], [6.272551, 19.447225, -16.908964], [5.345259, 18.150356, -17.426658], [4.600401, 19.838712, -17.394378], [5.187257, 19.159881, -19.735270], [6.919906, 19.139552, -19.212908], [7.416755, 23.970109, -21.545084], [5.767582, 24.637722, -21.434013], [6.198861, 23.360421, -22.428835], [-0.110503, 31.509845, -18.084126], [-1.102906, 30.315644, -17.939014], [-0.659286, 29.459515, -16.917887], [-1.100882, 28.145054, -16.957724], [-2.017650, 27.686466, -17.630006], [-0.322311, 27.402800, -16.197782], [-0.643063, 26.071196, -15.935830], [-0.493322, 32.110152, -18.909461], [0.866565, 31.136745, -18.391075], [-0.075689, 32.176284, -17.222293], [-1.078584, 29.807277, -18.902902], [-2.133673, 30.601756, -17.729827], [-0.861216, 25.538070, -16.861186], [-1.590781, 25.891924, -15.428108], [0.118163, 25.383235, -15.567934], [14.443118, 24.114565, -10.728683], [13.072146, 24.387802, -10.062989], [12.848813, 23.699763, -8.904772], [12.935395, 22.386679, -8.825243], [12.874205, 21.547826, -9.738701], [12.753230, 22.041826, -7.512682], [12.107492, 20.779520, -7.192395], [15.319836, 24.664489, -10.386540], [14.390731, 24.542535, -11.729776], [14.728372, 23.062641, -10.742151], [12.278631, 24.068371, -10.738554], [12.791454, 25.425998, -9.885638], [11.156734, 20.890762, -7.713730], [11.796310, 20.593351, -6.164481], [12.525516, 19.797501, -7.413745], [3.164194, 36.649924, -12.650069], [3.712866, 35.149953, -12.704245], [4.382029, 34.805937, -11.453060], [5.677613, 34.337726, -11.514978], [6.252440, 34.290814, -12.608507], [6.072367, 33.949170, -10.318745], [7.427490, 33.728223, -9.968680], [2.301907, 36.789843, -13.301976], [4.043588, 37.244652, -12.897158], [2.823008, 36.820357, -11.628968], [4.297200, 34.925561, -13.596597], [2.855012, 34.495497, -12.858790], [8.034626, 33.072454, -10.592732], [7.316680, 33.244048, -8.998412], [8.127396, 34.548224, -9.807997], [-0.155256, 20.674092, -9.453295], [0.430835, 20.882221, -7.852022], [0.776014, 19.428504, -10.511304], [-1.182582, 20.321858, -9.360417], [-0.121745, 21.665349, -9.905376]],
  "forces_ev_per_a": [[-0.1, 0.2, -1.8], [-0.2, 0.0, 2.3], [-0.9, -0.1, -1.1], [0.0, 0.8, -0.7], [0.4, -0.5, -0.6], [2.0, 0.1, 0.3], [-0.1, -0.1, 0.4], [-0.2, -0.1, 0.1], [0.2, 0.5, 0.0], [0.1, 0.2, 0.0], [-0.7, -0.4, 0.2], [-0.8, 0.7, 0.0], [-0.4, -0.1, 0.0], [-0.7, -0.6, 0.7], [1.0, -0.3, 0.3], [0.4, 0.1, -0.2], [-0.2, -0.3, 0.2], [1.2, -0.7, 0.1], [-0.5, 0.5, -0.3], [1.7, -0.1, -0.6], [-0.7, 1.1, -0.8], [0.4, -0.8, 0.8], [-0.9, -1.1, 0.5], [0.7, 0.9, -0.6], [0.6, 0.5, 0.6], [-0.6, -0.5, 0.5], [-0.5, -0.3, -0.3], [0.1, -0.4, 0.5], [0.7, 0.5, 0.2], [0.0, 1.0, 0.0], [-0.6, -0.4, -0.3], [-0.1, -0.6, 0.1], [-0.7, 0.2, -0.1], [-0.7, 0.1, -0.4], [1.2, -0.6, -1.0], [-0.8, 3.0, 2.8], [0.8, -1.5, 0.6], [-1.8, -1.0, 0.5], [2.4, -0.1, -1.9], [-1.1, 2.0, -2.1], [0.2, 1.1, 0.7], [-0.4, -0.1, -0.2], [0.4, 0.2, 0.2], [-0.4, -0.5, 0.1], [0.3, -1.0, 0.1], [-0.8, -0.5, -0.5], [0.2, -0.9, 0.7], [-0.1, 0.0, 0.5], [-0.1, 0.0, -0.4], [1.2, 1.6, -1.0], [-0.4, -1.9, 1.0], [-0.3, 0.7, 0.3], [1.0, -4.1, -0.8], [-0.5, 0.2, 1.1], [-0.7, 4.5, 0.7], [0.8, -0.1, -2.4], [0.0, 0.5, 0.1], [-0.5, 0.0, -0.7], [-0.1, -0.4, 0.3], [0.3, 0.0, -0.4], [-0.1, 0.0, -0.5], [0.2, 0.2, 1.0], [-0.1, -0.3, 1.3], [-0.6, -0.9, 0.2], [-1.2, -0.6, -0.1], [0.4, 1.0, -0.9], [0.1, -2.6, 0.8], [-1.2, 0.1, -1.6], [1.3, 1.4, 1.0], [1.4, 0.9, 1.4], [-1.6, -2.4, -1.7], [0.0, 0.1, -0.1], [0.0, 0.1, 0.3], [0.2, -0.3, 0.1], [-0.2, -0.3, 0.1], [0.1, 0.3, -0.1], [-0.1, 0.4, -0.6], [0.2, 0.7, 0.6], [0.6, 1.3, 0.7], [0.0, 1.1, -0.2], [0.2, 0.0, -2.7], [0.7, -0.7, 3.0], [-2.6, -3.3, -0.8], [0.8, 2.3, 1.7], [1.1, -0.2, 0.5], [-1.7, -0.1, -1.0], [-0.3, 0.1, 1.0], [-0.3, -0.6, -0.4], [-0.4, 0.1, -0.2], [0.1, -0.2, -0.6], [0.7, 0.1, 0.3], [-0.1, -0.6, -0.2], [0.7, 1.5, 0.5], [0.9, 0.6, -0.9], [1.3, -2.1, 0.4], [-1.2, 0.7, -0.3], [0.8, -0.4, 0.0], [-0.8, 0.7, -3.8], [-0.1, -0.2, 2.8], [-0.2, 0.8, -0.2], [1.1, -1.1, 0.9], [0.4, 0.0, -0.3], [-0.5, 0.6, 0.0], [0.2, 0.2, 0.0], [0.6, 0.5, 0.4], [-0.1, -0.3, 0.8], [-0.8, -0.3, -0.6], [0.2, 0.0, -0.1], [-0.9, 1.0, -0.2], [-0.3, -0.5, -1.2], [0.7, -0.2, 0.9], [-0.8, 1.3, 1.1], [0.3, -0.1, -0.4], [0.1, -0.5, -0.4]],
  "lowdin_charge": [-0.058, -0.423, -0.231, -0.192, -0.093, 0.011, 0.075, 0.066, 0.076, 0.142, 0.126, 0.123, 0.086, 0.081, 0.079, 0.063, 0.068, -0.069, -0.468, -0.193, -0.163, -0.148, 0.026, 0.078, 0.086, 0.078, 0.132, 0.124, 0.121, 0.088, 0.082, 0.094, 0.072, 0.061, -0.068, -0.221, 0.010, -0.484, 0.101, -0.042, -0.046, 0.072, 0.072, 0.076, 0.127, 0.111, 0.098, 0.099, 0.095, -0.053, -0.208, 0.019, -0.619, 0.119, 0.050, -0.034, 0.062, 0.070, 0.071, 0.119, 0.119, 0.099, 0.097, 0.091, -0.055, -0.235, 0.011, -0.533, 0.111, 0.020, -0.070, 0.070, 0.076, 0.072, 0.120, 0.125, 0.089, 0.101, 0.098, -0.047, -0.226, 0.039, -0.537, 0.094, -0.018, -0.042, 0.070, 0.074, 0.075, 0.122, 0.128, 0.093, 0.086, 0.090, -0.045, -0.188, 0.004, -0.532, 0.084, 0.022, -0.048, 0.068, 0.069, 0.067, 0.108, 0.107, 0.094, 0.095, 0.095, -0.992, 0.543, 0.404, 0.020, 0.024],
  "homo_lumo_gap_ev": 9.0,
  "total_charge": 0,
  "smiles": "COC[C@H](C)N.COC[C@H](C)N.CCOC(=O)OC.CCOC(=O)OC.CCOC(=O)OC.CCOC(=O)OC.CCOC(=O)OC.ClCCl",
  "e_tot_ev": -93936.93047,
  "lumo_energy_ev": 0.20
}